Entry 1:
Here is a 9-piece molecular cluster, C26H34Cl4F4O21 overall in a non-equilibrium geometry from the Open Molecules 2025 dataset. Energies are from the ωB97M-V functional and the def2-TZVPD basis.

CARTESIAN COORDINATES (ANGSTROEM)
1 C -32.339307 -33.800748 24.193834
2 C -31.157624 -32.905127 24.600751
3 C -30.801760 -33.271705 26.067921
4 O -29.401354 -33.409456 25.987798
5 C -28.991405 -33.346133 24.715922
6 O -27.817020 -33.200483 24.327136
7 O -30.052696 -33.262832 23.855272
8 H -32.032771 -34.801399 24.498530
9 H -32.739146 -33.736001 23.181891
10 H -33.247913 -33.530787 24.732026
11 H -31.207938 -31.840931 24.370404
12 H -31.399938 -34.109458 26.426321
13 H -31.064903 -32.309063 26.506291
14 C -22.456637 -26.502999 21.922869
15 C -22.941811 -27.894045 21.794359
16 C -23.832732 -28.093433 20.552949
17 O -23.029785 -29.123781 19.890435
18 C -21.916101 -29.366942 20.484631
19 O -21.006886 -30.073940 19.984177
20 O -21.845926 -28.732809 21.592296
21 H -23.168038 -25.774180 21.534484
22 H -21.421285 -26.319321 21.635811
23 H -22.279415 -26.196684 22.953824
24 H -23.596569 -28.194655 22.612301
25 H -23.974422 -27.275690 19.846329
26 H -24.816551 -28.424854 20.885171
27 C -29.771606 -33.111480 18.045026
28 C -30.714954 -34.247647 18.581992
29 C -30.304817 -35.681053 18.222559
30 O -29.621726 -36.124629 19.281781
31 C -29.827824 -35.340759 20.336327
32 O -29.282913 -35.551677 21.449687
33 O -30.449591 -34.203458 19.997587
34 H -29.986012 -32.937388 16.990597
35 H -28.735698 -33.445933 17.988896
36 H -29.874117 -32.168971 18.582872
37 H -31.705682 -33.900638 18.288467
38 H -29.708506 -35.611942 17.312757
39 H -31.220455 -36.257174 18.089175
40 C -28.267884 -26.776678 23.134696
41 Cl -26.627262 -26.489554 22.711811
42 Cl -28.677711 -26.294725 24.799232
43 H -29.011638 -26.497486 22.388388
44 H -28.444952 -27.850370 23.197361
45 C -28.101152 -31.056641 21.839392
46 Cl -29.249600 -30.407511 20.667096
47 Cl -26.694034 -30.006911 22.215823
48 H -28.675260 -31.170373 22.758941
49 H -27.860040 -32.069847 21.517842
50 C -28.571763 -29.430640 26.878317
51 C -28.030916 -30.007659 25.567162
52 O -26.975222 -29.083526 25.341777
53 C -26.521226 -28.681071 26.489900
54 O -25.524351 -28.114152 26.642890
55 O -27.374955 -28.851755 27.427813
56 F -28.921922 -29.886815 24.533105
57 H -29.007077 -30.267165 27.424976
58 H -29.230988 -28.614299 26.583155
59 H -27.578765 -30.993243 25.677998
60 C -24.523914 -33.449850 20.058583
61 C -25.861039 -34.020717 19.558598
62 O -26.214669 -33.046092 18.537865
63 C -25.701366 -31.874792 18.945865
64 O -25.799466 -30.751504 18.407944
65 O -24.858203 -32.121747 19.982398
66 F -26.721369 -34.077070 20.544283
67 H -23.669513 -33.579501 19.394291
68 H -24.274005 -33.725427 21.083131
69 H -25.739161 -35.011040 19.119848
70 C -30.112032 -27.847158 18.511948
71 C -29.068216 -27.669027 17.363257
72 O -29.713019 -28.463552 16.399349
73 C -30.318650 -29.511407 17.048392
74 O -30.709947 -30.539542 16.542206
75 O -30.643806 -29.122826 18.309136
76 F -27.920450 -28.261273 17.739669
77 H -30.872395 -27.066260 18.499710
78 H -29.498591 -27.933117 19.408832
79 H -28.974894 -26.610605 17.120089
80 C -33.453403 -30.446955 19.684452
81 C -32.985737 -30.587827 21.132544
82 O -32.881684 -32.029249 21.267787
83 C -33.472084 -32.616985 20.232752
84 O -33.795166 -33.752004 20.144207
85 O -33.663273 -31.767370 19.266728
86 F -33.866470 -30.060432 21.916502
87 H -32.775456 -29.905647 19.024548
88 H -34.398066 -29.923078 19.830225
89 H -32.071992 -30.030867 21.339853

Cartesian forces, eV/Å:
-0.6 0.8 0.1
-2.2 -1.2 -0.5
-0.9 2.4 -1.8
0.7 -0.5 0.6
3.0 1.3 -2.8
-3.6 -0.9 1.7
2.8 -1.1 0.3
-0.3 -0.2 -0.5
0.9 -0.1 -0.3
0.1 0.0 0.7
-0.9 0.2 0.7
0.7 -0.1 0.2
0.2 -0.5 1.3
0.7 1.8 1.7
-1.5 1.1 -0.6
1.1 -1.1 -0.1
-3.4 0.3 -2.0
3.9 -3.3 -3.2
-2.7 1.9 1.8
1.3 0.3 3.2
0.2 0.0 -0.3
-0.2 -0.3 -1.3
-0.7 -0.2 0.5
0.7 -0.2 0.5
0.4 0.1 0.2
0.1 -0.6 -0.6
-0.2 -1.4 -1.1
1.9 2.6 -0.5
-2.5 1.9 -2.8
1.5 -1.5 2.0
3.2 0.4 4.6
-2.5 0.6 -3.8
-1.0 -1.1 0.5
-0.4 0.2 0.0
0.2 0.0 0.7
0.0 -0.3 0.1
-0.4 -0.7 0.7
0.1 -0.6 0.0
0.1 -0.3 -0.4
-1.3 -2.0 0.5
0.6 0.5 -0.3
-0.1 0.6 -0.2
0.3 1.0 0.2
0.6 -0.1 -0.2
-0.4 -0.5 1.0
0.2 0.4 -0.2
-0.7 -0.6 -0.5
0.4 0.1 -0.2
0.6 0.4 -0.1
0.2 -0.5 -1.2
0.6 1.4 0.4
-0.6 -1.7 -3.1
0.3 1.1 -0.6
3.5 1.5 0.3
-3.3 -1.6 3.1
0.2 -0.4 0.6
0.0 0.7 0.7
-0.4 -0.2 0.5
-0.5 -0.3 -0.6
-0.6 -0.9 -0.2
2.8 -0.9 -1.7
-0.7 -0.8 0.9
1.5 3.9 -1.5
-0.4 -4.3 2.0
-0.3 3.4 0.2
-1.6 0.3 1.0
0.0 -0.7 -0.1
-0.2 0.0 -0.1
-0.5 0.2 -0.4
2.0 0.7 0.6
-2.6 -0.5 1.5
0.9 -0.6 -0.6
-2.1 -1.3 -1.3
1.2 2.1 0.9
0.0 -0.7 -0.8
0.6 0.3 -0.3
0.0 -0.1 0.2
-0.5 0.6 0.4
0.4 -0.4 -0.7
-0.1 0.6 0.7
2.6 -1.1 -2.6
0.5 1.8 1.8
-0.3 -1.1 -0.1
0.2 -0.9 0.5
-0.6 1.2 -2.2
-2.6 0.6 2.5
-0.1 -0.3 0.1
-0.2 0.0 -0.8
0.6 -0.9 0.0

Summary:
- Orbital gap: 0.36353 hartree
- HOMO energy: -10.017 eV
- Molar mass: 900.34 g/mol
- SMILES: O=C1OC[C@@H](F)O1.O=C1OC[C@@H](F)O1.O=C1OC[C@@H](F)O1.O=C1OC[C@@H](F)O1.C[C@H]1COC(=O)O1.C[C@H]1COC(=O)O1.C[C@H]1COC(=O)O1.ClCCl.ClCCl
- LUMO: -0.13 eV
- 2S+1: 1
- Total energy: -4831.3674 Eh
- Strongest force on any atom: 6.035 eV Å⁻¹


Entry 2:
Here is C26H34GdN5PSe2 as an isolated structure from the Open Molecules 2025 dataset. Energies are from the ωB97M-V functional and the def2-TZVPD basis.

CARTESIAN COORDINATES (ANGSTROEM)
1 Gd 0.849869 -0.224998 0.534355
2 C 0.813166 -1.683707 -2.668344
3 C 0.347587 -2.999780 -2.040736
4 C -1.020068 -3.412994 -2.573819
5 C 0.401469 -2.893178 -0.529367
6 C -0.689397 -2.471065 0.243191
7 C -0.592127 -2.367628 1.631073
8 C 0.583980 -2.706753 2.310791
9 C 0.628817 -2.739083 3.812344
10 C 1.664304 -3.147410 1.538123
11 C 1.574443 -3.232320 0.153206
12 H 0.882997 -1.756527 -3.753521
13 H 1.802647 -1.375937 -2.308037
14 H 0.093247 -0.883161 -2.445594
15 H 1.070415 -3.771593 -2.318119
16 H -1.776982 -2.643190 -2.400604
17 H -1.370943 -4.339106 -2.119803
18 H -0.966578 -3.569033 -3.650691
19 H -1.646229 -2.288475 -0.233247
20 H -1.472550 -2.105739 2.207943
21 H 1.640467 -2.596686 4.191477
22 H 0.291961 -3.716817 4.163445
23 H -0.027969 -1.990019 4.253791
24 H 2.569265 -3.479735 2.034732
25 H 2.412370 -3.627085 -0.410754
26 Se 2.595971 0.243355 3.187100
27 Se 2.100624 2.228457 1.837713
28 C 0.319356 2.279712 2.564119
29 C -0.104287 3.357379 3.320198
30 C -1.380321 3.293563 3.869813
31 C -2.158557 2.167645 3.649400
32 C -1.648291 1.144220 2.866042
33 N -0.429288 1.195539 2.317235
34 C 3.880632 -0.467649 1.962062
35 C 5.158896 -0.766016 2.400401
36 C 6.050544 -1.281105 1.465741
37 C 5.629284 -1.463659 0.159552
38 C 4.322285 -1.139849 -0.176667
39 N 3.447931 -0.656799 0.710868
40 H 0.542863 4.206344 3.493693
41 H -1.751849 4.108768 4.477170
42 H -3.144955 2.071363 4.081600
43 H -2.232063 0.252978 2.668665
44 H 5.454679 -0.591229 3.425950
45 H 7.062550 -1.527220 1.759869
46 H 6.296075 -1.852644 -0.597358
47 H 3.963042 -1.279081 -1.189095
48 C -2.240887 3.943981 -2.446700
49 N -1.685593 2.887598 -3.297741
50 C -2.741077 2.004735 -3.796008
51 N -3.432964 1.404496 -2.656132
52 C -3.976460 2.456799 -1.794611
53 N -2.945237 3.370783 -1.298695
54 C -2.037448 2.718587 -0.369023
55 P -1.137468 1.293979 -1.163697
56 C -0.567578 2.195373 -2.713853
57 C -2.619121 0.448145 -1.939930
58 H -2.946085 4.525647 -3.038575
59 H -1.437765 4.597762 -2.107295
60 H -2.312284 1.231287 -4.431995
61 H -3.451914 2.590748 -4.375728
62 H -4.497573 1.999319 -0.953103
63 H -4.696832 3.032414 -2.374768
64 H -2.598449 2.338846 0.488546
65 H -1.306722 3.438282 0.008365
66 H -0.150072 1.472530 -3.417259
67 H 0.215480 2.903024 -2.434532
68 H -3.203662 -0.023068 -1.146316
69 H -2.269571 -0.333321 -2.616855

Cartesian forces, eV/Å:
0.3 -0.1 0.7
-0.1 0.1 0.1
0.1 -0.1 0.0
0.0 0.0 0.0
-0.1 0.0 -0.1
-0.2 -0.2 -0.2
-0.2 -0.1 0.2
-0.1 -0.1 0.1
0.0 0.1 -0.1
0.0 0.1 0.0
0.0 0.0 0.0
0.0 0.0 0.0
0.1 0.0 0.0
0.0 0.0 0.0
0.0 0.0 0.0
0.0 0.0 0.0
0.0 0.0 0.0
0.0 0.0 0.0
0.0 0.1 0.0
0.0 0.0 0.0
0.0 0.0 0.0
0.0 0.0 0.0
0.0 0.0 0.0
0.0 0.1 0.0
0.0 0.1 0.0
-0.3 0.7 -0.5
0.3 -0.5 0.4
-0.1 0.1 0.1
0.1 -0.2 -0.1
-0.1 0.0 0.0
0.0 0.0 0.0
0.0 0.0 0.0
0.1 -0.1 -0.3
0.2 0.0 0.1
-0.2 0.1 -0.2
0.1 -0.1 0.0
-0.1 0.0 -0.1
0.1 0.0 0.0
-0.2 0.1 -0.2
0.0 0.0 0.0
0.0 0.0 0.0
0.0 0.0 0.0
0.0 0.0 0.0
0.0 0.0 0.0
0.0 0.0 0.0
0.0 0.0 0.0
0.0 0.0 0.0
0.2 -0.4 0.0
0.2 0.4 -0.5
0.3 0.1 0.7
-0.1 -0.2 0.0
0.0 -0.1 0.1
0.1 -0.1 0.0
-0.1 0.2 0.4
-0.1 0.4 -0.6
0.2 0.0 0.0
-0.3 -0.4 0.1
0.0 0.0 0.0
0.0 0.0 0.0
0.0 0.0 0.0
0.0 0.0 0.0
0.0 0.0 0.0
0.0 0.0 0.0
0.0 0.0 0.0
0.0 0.0 0.0
0.0 0.0 0.0
0.0 0.0 -0.1
-0.1 0.0 0.0
0.0 0.0 0.0

Summary:
- Net charge: +3
- Orbital gap (alpha / beta): 0.15400 / 0.23427 hartree
- HOMO energy (alpha / beta): -16.061 / -16.210 eV
- Molar mass: 762.74 g/mol
- LUMO (alpha / beta): -11.87 / -9.83 eV
- 2S+1: 8
- Total energy: -7193.9148 Eh
- Strongest force on any atom: 0.888 eV Å⁻¹


Entry 3:
Here is C26H34KN4OS as an isolated structure in a non-equilibrium geometry from the Open Molecules 2025 dataset. Energies are from the ωB97M-V functional and the def2-TZVPD basis.

CARTESIAN COORDINATES (ANGSTROEM)
1 K -0.362496 0.132420 -0.597775
2 N 1.465739 1.902082 -0.915456
3 C 1.923005 2.952593 -1.099201
4 C 2.477982 4.225488 -1.306704
5 C 3.304255 4.781247 -0.294490
6 N 3.967906 5.221040 0.543524
7 C 2.284111 4.887334 -2.548900
8 N 2.120981 5.424884 -3.558826
9 C 4.820848 -1.034918 0.262297
10 C 3.763966 -1.254808 -0.811186
11 S 2.172100 -1.673709 -0.116257
12 O 1.187664 -1.644714 -1.259638
13 C 2.418885 -3.403856 0.296569
14 C 2.440999 -4.315654 -0.919783
15 H 5.753607 -0.714089 -0.201444
16 H 5.032698 -1.942217 0.830992
17 H 4.513617 -0.257970 0.962999
18 H 4.033405 -2.020234 -1.541271
19 H 3.542242 -0.329920 -1.348208
20 H 1.583427 -3.643950 0.956048
21 H 3.333669 -3.448830 0.891687
22 H 1.598248 -4.097005 -1.573584
23 H 2.366092 -5.353867 -0.594476
24 H 3.358906 -4.210868 -1.498441
25 C -7.005542 1.164733 1.243808
26 C -5.547951 1.332017 0.889431
27 C -5.066095 2.584170 0.529678
28 C -3.711372 2.724548 0.202652
29 C -3.155263 4.072196 -0.188102
30 C -2.885678 1.624376 0.243729
31 C -3.324401 0.301463 0.608468
32 C -4.711689 0.220647 0.929653
33 N -2.393309 -0.676553 0.591344
34 C -2.683554 -2.051377 0.934002
35 C -3.134201 -2.261864 2.396383
36 C -3.305464 -3.750866 2.726076
37 C -4.337974 -4.368892 1.774489
38 C -3.858727 -4.228209 0.324165
39 C -2.513508 -4.942745 0.162796
40 C -1.486331 -4.308221 1.105859
41 C -1.964061 -4.469831 2.552632
42 C -1.348363 -2.817236 0.777802
43 C -3.689459 -2.741691 -0.014681
44 H -7.536917 2.115420 1.181794
45 H -7.123910 0.778119 2.259207
46 H -7.499074 0.459565 0.570166
47 H -5.728200 3.443022 0.505584
48 H -3.929230 4.840625 -0.165049
49 H -2.733992 4.056546 -1.195545
50 H -2.354949 4.384307 0.486278
51 H -1.838066 1.765201 0.002889
52 H -5.151260 -0.724083 1.217836
53 H -4.065979 -1.729143 2.591428
54 H -2.375518 -1.809809 3.045321
55 H -3.648770 -3.862086 3.759103
56 H -5.303520 -3.866276 1.896978
57 H -4.491675 -5.426427 2.020261
58 H -4.594870 -4.678053 -0.348863
59 H -2.171013 -4.858680 -0.874260
60 H -2.618533 -6.011297 0.384937
61 H -0.519062 -4.809565 0.979704
62 H -1.225004 -4.045636 3.241290
63 H -2.065677 -5.533154 2.800510
64 H -0.980317 -2.693117 -0.248449
65 H -0.616152 -2.343453 1.446973
66 H -4.656588 -2.238052 0.022931
67 H -3.315765 -2.623579 -1.038366

Cartesian forces, eV/Å:
-0.1 0.2 -0.3
0.4 0.3 0.0
0.1 0.3 0.0
0.1 -0.1 0.0
-0.2 -0.1 -0.2
0.0 0.0 0.0
0.0 -0.1 0.4
0.0 0.0 0.0
0.0 0.0 0.0
0.2 0.0 -0.1
-0.6 0.3 -0.1
0.8 -0.6 0.1
0.1 -0.2 0.0
0.0 -0.1 0.1
0.0 0.0 0.0
0.0 0.0 0.0
0.0 0.0 0.0
0.0 0.0 0.0
0.0 0.0 0.0
0.0 0.0 0.0
0.0 -0.1 0.0
0.0 0.0 0.0
0.0 0.0 0.0
0.0 0.0 0.0
0.0 0.0 0.0
0.0 -0.1 0.0
0.1 0.0 0.0
-0.1 0.0 0.0
0.0 0.0 0.0
-0.2 -0.2 0.1
0.1 0.0 0.0
0.0 0.1 0.0
-0.5 -0.1 0.3
0.0 0.0 0.0
0.0 0.0 0.0
0.0 0.0 -0.1
0.0 0.0 0.0
0.1 0.1 0.1
0.0 0.0 0.0
-0.1 0.1 0.0
0.0 0.0 0.0
0.0 0.0 0.0
0.0 0.0 0.0
0.0 0.0 0.0
0.0 0.0 0.0
0.0 0.0 0.0
0.0 0.0 0.0
0.0 0.0 0.0
0.0 0.0 0.0
0.0 0.0 0.0
-0.2 0.3 0.1
0.0 0.0 0.0
0.0 0.0 0.0
0.0 0.0 0.0
0.0 0.0 0.0
0.0 0.0 0.0
0.0 0.0 0.0
0.0 0.0 0.0
0.0 0.0 0.0
0.0 0.0 0.0
0.0 0.0 0.0
0.0 0.0 0.0
0.0 0.0 0.0
-0.1 0.0 0.1
0.0 0.0 0.0
0.0 0.0 0.0
0.0 0.0 0.0

Summary:
- Net charge: -1
- Orbital gap: 0.19846 hartree
- HOMO energy: -3.519 eV
- Molar mass: 489.75 g/mol
- LUMO: 1.88 eV
- 2S+1: 1
- Total energy: -2303.6044 Eh
- Strongest force on any atom: 1.020 eV Å⁻¹


Which of these has the highest total energy?
C26H34KN4OS